[1]
Computed, not measured: a structure of composition C13H13Ce at a distorted geometry, with ωB97M-V/def2-TZVPD.

Total charge: +2
Multiplicity: 2
Expectation value of S²: 0.753
Lowest unoccupied orbital energy (spin up / spin down): -8.40 / -8.34 eV
F_max: 3.0 eV/A
Kohn-Sham gap (spin up / spin down): 7.11 / 7.15 eV

The geometry in XYZ format:
```
27
Properties=species:S:1:pos:R:3:forces:R:3
Ce 5.599 7.449 8.843 0.5221 -0.0539 0.1187
C 4.570 8.012 6.176 -0.0716 -0.1951 0.6599
C 5.723 8.854 6.319 -0.7927 -1.8600 -1.4409
C 7.035 8.295 6.218 -2.5000 -1.7190 0.1861
C 7.149 6.894 6.117 -0.2270 -2.2881 -0.4591
C 5.980 6.029 6.066 0.4804 1.5670 0.7670
C 4.705 6.580 6.227 0.0886 0.6124 -1.1232
H 3.540 8.426 6.001 1.2219 -0.1923 0.5193
H 5.571 9.906 6.225 0.0962 0.6031 0.1684
H 7.830 8.944 6.048 1.5186 0.8728 0.2277
H 8.085 6.270 5.960 -0.8005 1.6411 0.2237
H 6.017 4.959 5.858 0.5378 0.2413 0.2889
H 3.863 5.872 6.164 0.1383 0.7784 -0.0229
C 7.035 9.471 9.877 1.4238 0.6311 -1.1566
C 6.461 8.644 10.848 -0.0884 0.6413 -0.3588
C 5.016 8.672 11.081 1.3696 -1.7788 0.7952
C 4.380 7.508 11.506 1.3480 -1.3121 0.3349
C 5.066 6.237 11.509 -1.1054 1.2966 -0.1176
C 6.461 6.297 11.424 -0.3539 -2.6516 1.0050
C 7.121 7.445 11.165 1.3601 -0.0395 -0.3238
H 8.157 9.506 9.533 -2.2110 -0.5032 1.1262
H 6.554 10.426 9.724 -0.1911 0.2285 -0.2614
H 4.513 9.586 11.094 -0.7896 1.4597 -0.1600
H 3.421 7.508 11.970 -0.9438 0.2526 -0.3549
H 4.546 5.319 11.808 0.2325 0.4830 -0.1758
H 7.008 5.354 11.671 -0.2890 0.9386 -0.4831
H 8.201 7.377 11.086 0.0261 0.3461 0.0170
```
Positions in Å, forces in eV/Å.

[2]
Computed, not measured: an isolated molecule of C2H6S2 at a distorted geometry, with ωB97M-V/def2-TZVPD.

Total charge: 0
SMILES string: CSSC
Lowest unoccupied orbital energy: 0.64 eV
F_max: 1.6 eV/A
ΔE to the lowest compared entry with this formula, charge and spin: 14.8 kcal per mole
Kohn-Sham gap: 8.57 eV

The geometry in XYZ format:
```
10
Properties=species:S:1:pos:R:3:forces:R:3
C -1.562 0.063 -0.305 1.2393 -0.6703 -0.8067
S -0.547 -1.064 -1.423 0.2668 0.6183 0.6040
S 1.552 -0.808 -0.985 -0.7599 -0.1212 -0.0753
C 1.465 0.083 0.573 -0.2383 0.8015 -0.4711
H -1.597 -0.403 0.669 -0.4703 -0.0800 0.0953
H -1.184 1.075 -0.190 0.0458 -0.0113 -0.3697
H -2.489 0.053 -0.874 -0.2190 0.0790 0.4445
H 1.064 1.062 0.332 -0.3761 0.1590 0.1535
H 0.826 -0.401 1.307 0.4027 -0.1206 0.1792
H 2.471 0.340 0.897 0.1091 -0.6544 0.2463
```
Positions in Å, forces in eV/Å.

[3]
Computed, not measured: a structure of composition C31H53KN10OP at a distorted geometry, with ωB97M-V/def2-TZVPD.

Total charge: +1
Lowest unoccupied orbital energy: -1.69 eV
F_max: 3.5 eV/A
ΔE to the lowest compared entry with this formula, charge and spin: 56.6 kcal per mole
Kohn-Sham gap: 8.81 eV

The geometry in XYZ format:
```
97
Properties=species:S:1:pos:R:3:forces:R:3
K -1.452 0.057 -0.639 -0.0694 0.0518 0.0703
C -3.695 2.706 -0.407 1.7576 1.5611 -0.0430
C -4.519 1.509 -0.141 -2.3089 0.9098 -0.4640
C -4.426 0.974 1.215 0.8222 -2.2295 1.2806
C -5.267 1.399 2.250 -0.4344 1.6213 -1.5799
C -5.320 0.691 3.414 0.6312 -1.0653 -0.2003
C -4.468 -0.433 3.563 -0.0543 0.5686 1.1062
C -3.501 -0.665 2.601 -1.7292 0.8217 -1.3173
N -3.565 -0.063 1.374 0.1085 0.7854 1.1671
N -2.810 2.613 -1.601 0.6239 1.0016 0.4209
C -1.991 3.890 -1.659 -0.7739 -1.8451 -1.1420
C -0.890 3.854 -0.675 1.9097 0.7486 -0.4504
C 0.383 4.265 -1.066 -0.6833 -0.2276 -1.6472
C 1.435 4.139 -0.174 1.1673 0.8423 -1.6369
C 1.183 3.809 1.127 -0.0567 0.0466 1.7257
C -0.138 3.555 1.480 0.7212 -1.0149 -0.3572
N -1.071 3.450 0.545 -1.5936 -0.0534 2.1599
C -3.589 2.486 -2.812 -0.2327 0.8873 -0.4944
C -2.826 2.302 -4.133 1.0927 -0.2322 1.0521
C -3.425 2.823 -5.279 0.2546 -1.3642 -1.5039
C -2.775 2.686 -6.537 -0.9455 0.6595 1.1324
C -1.533 2.040 -6.548 -0.7883 -0.1656 0.2276
C -1.024 1.513 -5.373 -1.9145 0.8749 2.0563
N -1.622 1.682 -4.092 0.0034 0.1753 -3.2824
H -3.066 2.906 0.454 0.3307 -0.2859 -0.1621
H -4.218 3.655 -0.465 -0.9491 0.1603 -0.3147
H -4.259 0.760 -0.865 -0.2985 -0.6375 -0.2765
H -5.581 1.846 -0.226 0.5569 -0.7462 -0.5783
H -5.914 2.305 2.009 0.7631 -1.3571 0.7195
H -6.041 0.995 4.136 -0.2763 -0.1391 0.6851
H -4.520 -1.057 4.481 0.1443 0.5986 -0.7653
H -2.755 -1.412 2.718 0.5004 -0.5981 0.0748
H -2.630 4.763 -1.536 -0.2450 0.2120 0.1704
H -1.560 3.938 -2.679 -0.2162 0.0446 0.6256
H 0.403 4.545 -2.154 0.9066 -0.1001 1.2951
H 2.459 4.347 -0.537 -0.6542 -0.1277 0.4016
H 1.961 3.769 1.907 -0.3537 0.0598 -0.6263
H -0.415 3.259 2.500 0.0765 0.2142 -0.4056
H -4.291 3.324 -2.958 0.4152 0.5710 0.0278
H -4.331 1.740 -2.660 -0.2844 -1.4442 -0.0823
H -4.499 2.996 -5.200 0.3789 0.8065 -0.2210
H -3.275 3.097 -7.449 0.6559 -0.6234 0.8374
H -1.073 1.792 -7.488 0.3330 0.1584 -0.1335
H -0.167 0.879 -5.450 0.6047 -0.1396 0.3678
C -1.552 -1.925 -3.547 1.0717 0.1522 -0.3335
C -1.864 -3.139 -2.627 0.3719 -0.7435 0.0933
N -1.998 -2.902 -1.175 -1.0173 0.4592 0.0576
C -1.143 -3.674 -0.288 -0.0123 -0.1563 0.9518
C 0.336 -3.186 -0.271 -0.5002 -1.7183 -1.4696
N 0.642 -1.792 -0.483 0.7328 0.8268 2.4852
C 1.492 -1.362 -1.594 0.3683 -1.2317 -0.8655
C 0.809 -1.543 -3.017 1.5616 0.8397 1.6695
N -0.521 -0.949 -3.037 -0.5465 -3.3928 0.3650
H -1.264 -2.364 -4.550 -0.0696 0.3215 0.8818
H -2.466 -1.403 -3.755 -0.5149 0.5884 0.1472
H -2.819 -3.563 -3.047 0.9535 0.1178 0.3890
H -1.055 -3.910 -2.726 -0.7046 0.5491 -0.2463
H -2.967 -3.016 -0.870 0.4311 0.0830 -0.3067
H -1.472 -3.609 0.786 -0.3711 0.4016 -1.0796
H -1.188 -4.796 -0.467 0.3295 1.0639 -0.1646
H 0.680 -3.612 0.647 0.7339 0.3334 0.9328
H 0.813 -3.837 -0.996 0.5581 0.1867 -0.6115
H 1.091 -1.463 0.434 -0.6538 -0.3291 -1.6858
H 1.738 -0.324 -1.384 -0.0796 0.2279 -0.2208
H 2.490 -1.902 -1.668 -0.8768 0.3466 0.2646
H 1.451 -1.024 -3.735 0.1319 0.0624 0.0252
H 0.963 -2.594 -3.277 -0.9789 -0.0854 -0.0539
H -0.454 -0.118 -3.550 -0.6357 1.1321 -0.9440
C 4.232 -3.840 2.209 1.1464 -0.1952 0.4335
N 4.376 -2.395 1.929 -1.0902 -1.3075 0.3753
C 4.942 -2.209 0.609 -1.2157 -0.3046 -1.6284
P 3.424 -1.297 2.750 0.3323 -0.7889 0.5968
O 2.080 -1.030 2.200 -0.5555 0.2474 -0.3226
N 3.245 -1.837 4.352 -0.1816 -0.1575 -0.2436
C 4.376 -2.113 5.278 -1.3995 -0.3494 0.0914
C 1.900 -1.642 4.969 1.2592 -0.0030 0.0451
N 4.417 0.000 2.696 0.6408 0.5737 0.1608
C 3.883 1.342 2.862 -1.9635 -1.9358 0.1051
C 5.864 -0.207 2.790 -0.1574 1.3753 0.2388
H 4.249 -4.458 1.294 -0.2316 0.5277 0.2884
H 3.349 -4.062 2.775 -0.5891 -0.0169 0.2200
H 5.085 -4.205 2.819 -0.2964 0.1760 -0.2659
H 4.601 -3.038 -0.098 0.2212 1.0027 0.9276
H 5.986 -2.321 0.691 1.4963 0.0411 -0.1882
H 4.705 -1.276 0.060 0.0082 -0.2213 0.8551
H 5.221 -2.466 4.714 0.3466 -0.2763 -0.1993
H 4.057 -2.931 5.994 0.4492 1.0090 -0.7030
H 4.693 -1.212 5.825 -0.2065 -0.2344 0.0395
H 1.321 -1.132 4.246 -0.6949 0.6721 -0.5950
H 1.964 -1.009 5.871 0.0445 -0.4363 -0.1899
H 1.362 -2.570 5.146 0.2882 -0.3134 0.4199
H 2.795 1.242 2.794 -0.0238 0.0284 -0.6726
H 4.215 1.962 2.090 0.6571 1.2914 -0.9354
H 3.915 1.748 3.839 1.1800 0.5560 1.1651
H 6.328 0.550 3.458 -0.3095 -0.1811 -0.5885
H 6.312 -0.179 1.789 0.2162 0.0099 0.3361
H 6.040 -1.137 3.274 0.4491 -0.8086 0.0323
```
Positions in Å, forces in eV/Å.

[4]
Computed, not measured: a structure of composition C28H28MoN2O5PS7 at a distorted geometry, with ωB97M-V/def2-TZVPD.

Total charge: +2
Multiplicity: 2
Expectation value of S²: 0.761
Lowest unoccupied orbital energy (spin up / spin down): -7.21 / -7.56 eV
F_max: 1.4 eV/A
ΔE to the lowest compared entry with this formula, charge and spin: 71.5 kcal per mole
Kohn-Sham gap (spin up / spin down): 6.53 / 6.17 eV

The geometry in XYZ format:
```
72
Properties=species:S:1:pos:R:3:forces:R:3
Mo -0.354 -0.770 0.524 -0.5471 -0.2624 1.2492
C -5.740 3.891 2.022 0.0087 0.0584 0.0253
C -5.236 2.528 1.631 0.1334 0.0833 -0.1319
O -4.475 2.633 0.368 0.2729 -0.0015 0.0985
P -2.923 2.689 0.143 -0.3301 0.0203 0.2250
S -2.691 0.212 0.423 0.3870 -0.0629 -0.0857
S -1.800 -0.116 2.236 0.4546 -0.2801 -0.1732
O -2.361 3.058 1.578 0.2000 0.1660 -0.0639
C -0.958 3.499 1.742 -0.1628 -0.0590 -0.1307
C -0.770 4.919 1.267 -0.1217 0.0026 -0.0193
H -6.378 3.795 2.902 0.0221 0.0139 -0.0270
H -6.329 4.331 1.218 -0.0039 -0.0255 0.0254
H -4.915 4.561 2.266 -0.0288 -0.0284 -0.0012
H -6.043 1.837 1.411 -0.0256 -0.0384 -0.0754
H -4.584 2.097 2.388 0.0576 -0.0248 0.0325
H -0.306 2.805 1.209 -0.1544 0.0258 0.0169
H -0.768 3.392 2.805 -0.0119 -0.0302 0.0726
H -0.997 5.014 0.202 0.0423 -0.0099 0.0172
H 0.271 5.212 1.416 -0.0199 -0.0268 0.0115
H -1.407 5.606 1.825 0.0295 -0.0219 -0.0083
O -0.524 -8.520 -0.760 0.0379 0.1611 0.0056
C -0.372 -7.329 -1.352 -0.0175 -0.2567 0.1720
O -0.723 -7.158 -2.486 -0.0849 0.1472 -0.1277
C 0.209 -6.201 -0.550 -0.0268 -0.0093 -0.0089
C -0.019 -6.027 0.807 -0.0174 0.0191 0.1497
C 0.357 -4.843 1.439 -0.0187 -0.1998 -0.0331
C 0.976 -3.852 0.697 0.0430 0.0152 -0.1828
S 1.267 -2.250 1.383 -0.3606 0.3912 0.2160
C 1.309 -4.071 -0.640 0.1224 0.0645 -0.0346
C 0.909 -5.233 -1.264 0.0195 0.0115 -0.0562
H -0.109 -8.545 0.112 0.0229 -0.0347 -0.0172
H -0.552 -6.776 1.383 -0.0017 0.0113 -0.0183
H 0.120 -4.679 2.483 0.0085 -0.0134 -0.0258
H 1.871 -3.319 -1.182 -0.0224 0.0052 0.0141
H 1.115 -5.407 -2.313 0.0205 0.0147 0.0234
O 0.825 0.494 0.221 0.3270 1.0827 -0.2798
C 1.892 1.555 0.044 0.1327 -0.3357 -0.2497
C 2.172 2.077 1.434 -0.1494 -0.1084 0.0096
C 1.800 1.522 2.621 0.1374 0.0098 0.2450
C 2.317 2.222 3.752 -0.0739 -0.1135 -0.0870
C 3.076 3.286 3.387 0.0203 0.0938 0.0352
S 3.169 3.449 1.690 0.1328 0.1397 -0.0506
C 3.082 0.849 -0.535 -0.1594 -0.0359 0.0763
C 3.986 0.080 0.137 0.2214 -0.1041 0.0658
C 4.940 -0.524 -0.728 -0.0863 0.0022 0.1079
C 4.729 -0.196 -2.034 0.0091 0.0062 -0.0112
S 3.395 0.850 -2.225 -0.0570 -0.0370 -0.1822
C 1.298 2.551 -0.935 -0.1933 -0.0020 0.1896
C 1.719 3.807 -1.239 0.0952 0.1927 -0.1519
C 0.965 4.409 -2.294 0.1801 0.0461 0.1141
C -0.012 3.599 -2.771 -0.0050 0.0043 0.0117
S -0.028 2.108 -1.938 -0.1597 -0.2039 -0.0563
H 1.197 0.634 2.716 -0.0683 -0.0632 -0.0029
H 2.136 1.936 4.779 0.0036 0.0168 -0.0767
H 3.592 3.995 4.019 -0.0434 -0.0701 -0.0504
H 3.987 -0.033 1.214 -0.0144 0.0007 -0.0524
H 5.750 -1.157 -0.392 -0.0498 0.0613 -0.0181
H 5.315 -0.481 -2.896 -0.0226 0.0112 0.0651
H 2.563 4.297 -0.772 -0.0823 -0.0236 -0.0191
H 1.156 5.403 -2.675 -0.0004 -0.0537 0.0258
H -0.726 3.789 -3.559 0.0477 0.0107 0.0702
S -1.941 -2.913 0.349 -0.1430 0.1224 -0.0350
C -1.457 -2.669 -1.213 0.1694 -0.2078 -0.3302
N -1.815 -3.394 -2.314 -0.0944 0.0545 0.2423
C -1.345 -3.126 -3.543 -0.1453 -0.2420 -0.0619
C -0.481 -2.086 -3.731 0.1816 0.1479 -0.0681
C -0.117 -1.347 -2.609 0.1630 -0.0769 -0.0128
N -0.585 -1.640 -1.402 -0.1887 -0.0883 -0.6199
H -2.433 -4.184 -2.165 0.0014 -0.0643 -0.0564
H -1.688 -3.771 -4.343 0.0239 -0.0039 0.0646
H -0.083 -1.856 -4.706 -0.0241 0.0102 0.0076
H 0.582 -0.520 -2.676 -0.0123 -0.0046 0.0080
```
Positions in Å, forces in eV/Å.

[5]
Computed, not measured: a structure of composition C22H23NNiO12 at a distorted geometry, with ωB97M-V/def2-TZVPD.

Total charge: -5
Multiplicity: 4
Expectation value of S²: 3.758
Lowest unoccupied orbital energy (spin up / spin down): 10.00 / 10.14 eV
F_max: 6.9 eV/A
Kohn-Sham gap (spin up / spin down): 2.72 / 4.19 eV

The geometry in XYZ format:
```
59
Properties=species:S:1:pos:R:3:forces:R:3
Ni -0.139 -0.663 -0.727 0.7205 -1.7066 -2.6445
C -1.528 -1.117 -2.765 2.7573 -1.8858 -4.7687
O -1.354 0.038 -2.386 -0.9203 5.8956 3.5218
O -0.784 -1.937 -2.167 1.2245 -3.2307 4.3530
O -1.876 -1.411 -3.918 -3.0056 -0.3263 -1.1877
C 1.130 0.633 -5.270 0.5534 3.9516 0.7541
C 1.004 2.083 -5.006 0.7144 -2.8434 1.0033
C 1.673 2.651 -3.688 -1.2351 0.4716 0.3275
O 1.642 3.905 -3.561 0.7216 -0.9014 0.1090
C 1.963 1.713 -2.646 0.7504 4.4270 -1.7197
C 1.840 0.401 -2.822 -1.1453 -2.3274 1.1718
C 1.571 -0.172 -4.238 0.9357 -4.7089 -1.3152
O 1.777 -1.434 -4.530 0.1430 3.0307 1.7317
O 1.853 -0.268 -1.731 -0.5131 -1.4767 -0.2339
O 0.358 2.890 -5.640 -0.6819 1.3357 -1.8200
H 1.116 0.255 -6.281 -0.5507 -0.1574 0.0021
H 2.167 2.131 -1.671 -0.0097 -0.0885 0.2091
C 1.452 -3.746 -0.747 -0.6706 -4.2215 -0.7647
C 1.113 -4.879 -1.619 -0.0969 -0.0304 -1.8705
C -0.348 -5.612 -1.410 0.3566 3.5558 0.2691
O -1.002 -5.845 -2.409 0.2287 -2.0189 -1.2528
C -1.018 -5.375 -0.173 1.6415 -1.9658 -0.4454
C -0.625 -4.382 0.666 -2.3037 1.4303 2.6036
C 0.543 -3.434 0.246 0.7915 1.8643 -1.3889
O 0.661 -2.196 0.600 -1.5518 0.4647 1.7089
O -1.420 -4.123 1.689 2.2609 0.2904 -1.1189
O 1.673 -5.145 -2.717 -0.2260 -0.0487 2.1341
H 2.341 -3.194 -1.014 -0.4127 0.5653 0.0175
H -1.854 -6.025 0.038 -0.4902 0.3729 0.1515
C 0.621 3.393 1.972 0.2395 -1.5095 0.6115
C 0.804 1.804 2.019 0.5275 0.1665 -1.0194
C 0.920 1.245 3.433 -2.2353 -0.6179 1.1119
C -0.451 1.187 4.195 -0.3658 -0.4976 -0.7280
C -1.567 0.466 3.379 1.7114 0.3864 -0.6306
C -1.696 0.975 1.899 0.6397 -1.0060 0.8161
N -0.335 1.085 1.260 0.8458 -0.9528 3.8278
O -0.467 1.471 -0.022 0.4259 0.8921 -1.1940
C -2.448 -0.167 1.141 0.1309 0.8210 0.6090
C -2.470 2.295 1.965 0.0686 0.1535 -0.8571
C 2.248 1.426 1.463 -1.4545 0.8780 -0.0798
H -0.057 3.727 1.187 0.0457 0.0297 -0.0660
H 1.589 3.870 1.816 -0.0419 0.0523 0.0047
H 0.204 3.711 2.927 -0.0275 0.2084 -0.0047
H 1.357 0.250 3.352 -0.6249 -0.5007 -0.2608
H 1.665 1.659 4.112 0.0584 1.1206 -0.4308
H -0.843 2.163 4.483 0.4468 0.3495 0.1226
H -0.331 0.571 5.087 0.1672 0.2436 0.2676
H -2.550 0.570 3.839 -0.0022 -0.0271 0.1715
H -1.251 -0.576 3.407 -0.3409 -0.2176 -0.4127
H -2.501 -0.088 0.056 0.0068 0.4307 -0.1059
H -1.995 -1.129 1.383 0.0637 -0.0800 0.0646
H -3.455 -0.127 1.556 -0.3010 -0.3588 -0.1535
H -2.476 2.742 0.971 -0.1152 0.2190 -0.1837
H -3.522 2.155 2.216 0.0082 -0.2107 0.1589
H -2.047 3.040 2.638 0.0853 -0.1410 0.1540
H 2.432 1.972 0.538 0.2259 -0.4078 -0.1112
H 2.421 0.353 1.382 -0.3624 0.0464 -0.3811
H 2.897 1.799 2.255 0.3338 0.2085 -0.1106
H -0.623 2.418 -0.008 -0.1460 0.6042 -0.7278
```
Positions in Å, forces in eV/Å.

Number 1: total energy -26603.2066 eV. Number 2: total energy -23841.1694 eV. Number 3: total energy -75564.5592 eV. Number 4: total energy -129687.4603 eV. Number 5: total energy -90268.8571 eV.